[1]
{
  "formula": "C28H45CrN8O2S",
  "method": "ωB97M-V/def2-TZVPD",
  "species": ["H", "C", "H", "C", "C", "H", "H", "H", "C", "H", "C", "C", "H", "H", "H", "H", "N", "C", "H", "N", "H", "H", "H", "C", "N", "H", "H", "H", "C", "H", "N", "C", "C", "H", "H", "O", "C", "H", "O", "H", "H", "C", "H", "C", "C", "N", "C", "H", "C", "C", "S", "H", "H", "N", "H", "H", "H", "H", "H", "H", "H", "C", "C", "C", "H", "H", "C", "H", "C", "H", "H", "C", "C", "H", "N", "H", "H", "C", "H", "C", "Cr", "H", "C", "N", "H"],
  "xyz": [[2.410, 1.302, 3.804], [-0.687, 0.085, 4.574], [-4.167, 1.053, -0.968], [0.901, -1.843, -4.765], [1.553, -1.272, 5.577], [-6.356, 3.618, -0.019], [6.007, -1.360, 0.865], [0.158, 1.843, -5.810], [-1.137, 2.866, 0.541], [-6.017, -3.597, -0.910], [-0.922, -2.353, 1.024], [3.275, 0.505, 0.569], [4.626, -1.936, 1.799], [1.106, -2.103, -6.899], [5.011, 2.731, 0.260], [0.651, -2.001, 3.746], [0.577, 0.136, 3.777], [0.250, 0.411, -4.098], [0.034, -2.674, 1.494], [-1.064, -1.042, 0.907], [4.560, -1.897, -0.069], [1.429, 1.913, 6.487], [1.718, -1.895, -4.025], [5.259, 0.984, 1.565], [-0.181, -1.011, -4.152], [-1.243, -1.258, -7.319], [-0.819, 0.926, 6.471], [2.574, 2.383, 0.414], [1.240, -1.316, -6.154], [-1.232, -0.815, 4.288], [0.380, -0.128, -6.528], [-3.153, -1.443, -0.263], [1.236, -1.122, 4.081], [-4.033, -1.057, -0.746], [1.082, 0.475, -3.391], [-5.495, 3.185, 0.004], [-4.032, -3.765, -0.638], [-1.527, -4.410, 0.533], [-5.297, -3.040, -0.579], [6.289, 0.949, 1.263], [2.803, 0.902, 5.939], [1.447, 1.243, 4.341], [-2.231, -0.589, -4.617], [-2.250, 0.863, 0.098], [-1.065, -0.554, -6.489], [-1.146, 1.531, 0.552], [-3.275, 2.959, -0.478], [-0.849, -0.860, 6.469], [0.643, 0.930, -5.470], [-4.474, 3.729, -0.858], [1.957, -0.315, -0.202], [-3.875, -4.108, -1.682], [-0.554, 1.011, -3.680], [4.449, -0.025, 0.947], [0.637, 0.169, -7.488], [2.178, -1.151, 3.512], [5.203, 0.847, 2.691], [-1.643, 0.368, -6.647], [0.517, -2.911, -4.845], [-0.251, 3.378, 0.959], [-4.021, -4.621, 0.048], [4.563, 2.312, 1.183], [-2.177, -0.568, 0.283], [-1.777, -3.295, 0.457], [-4.284, 4.808, -0.614], [-1.270, 0.938, 4.279], [-2.956, -2.826, -0.175], [0.913, 2.195, 4.142], [4.917, -1.430, 0.890], [4.580, 3.015, 2.002], [2.601, -1.375, 5.773], [-0.397, 0.012, 6.043], [-1.359, -1.098, -5.063], [-4.752, 3.520, -1.886], [3.243, 1.817, 0.897], [-1.713, -2.149, -5.167], [1.699, 1.222, -5.535], [1.727, 1.035, 5.829], [-2.033, 4.710, -0.050], [-3.281, 1.563, -0.559], [0.348, 0.409, 1.387], [2.294, -0.996, -6.224], [-2.119, 3.636, -0.024], [1.051, -0.144, 6.378], [1.020, -2.135, 5.941]],
  "mulliken_charge": [-0.16, -0.72, 0.52, -0.48, -0.98, 0.33, 0.34, 0.37, -0.41, 0.32, -0.47, -0.18, 0.30, 0.34, 0.36, 0.30, 0.82, 0.06, 0.42, 0.40, 0.32, 0.28, 0.24, -0.63, -0.12, 0.33, 0.28, 0.18, -0.52, 0.34, -0.12, -0.95, -0.21, 0.61, 0.18, -0.54, -0.51, 0.40, -0.53, 0.47, 0.39, -0.09, 0.29, 0.61, -0.49, 0.18, 0.77, 0.40, -0.94, -0.64, -0.25, 0.28, 0.24, 0.15, 0.34, 0.03, 0.30, 0.33, 0.38, 0.37, 0.36, -0.58, 0.55, -1.11, 0.33, 0.45, 0.38, 0.47, -0.85, 0.33, 0.38, -0.94, -0.54, 0.30, 0.13, 0.36, 0.36, -0.97, 0.44, -0.64, 0.62, 0.36, -1.08, -0.14, 0.33],
  "lumo_energy_ev": [-7.9, -8.1],
  "multiplicity": 5,
  "molar_mass_da": 609.8,
  "total_energy_ev": -85015.11997,
  "charge": 3,
  "homo_ev": [-14.93, -15.02]
}

---

[2]
{
  "formula": "C29H38NO3P2SiTi",
  "method": "ωB97M-V/def2-TZVPD",
  "species": ["H", "H", "C", "C", "C", "C", "H", "N", "O", "C", "H", "H", "C", "H", "H", "H", "C", "H", "C", "H", "Ti", "H", "H", "C", "P", "H", "C", "P", "C", "O", "C", "H", "O", "H", "C", "H", "C", "H", "C", "H", "H", "C", "H", "H", "C", "H", "H", "C", "C", "Si", "H", "C", "H", "H", "H", "C", "C", "C", "C", "H", "H", "H", "H", "C", "H", "H", "H", "C", "H", "C", "H", "C", "C", "H", "H"],
  "xyz": [[-0.228, -2.222, -6.255], [-2.103, -0.291, 6.793], [-1.330, 3.665, 1.896], [-1.462, 0.844, 5.071], [1.329, 4.145, 3.713], [2.560, 0.385, -2.242], [-0.837, -3.385, -1.202], [2.045, -1.310, -0.531], [-0.045, 1.081, 1.571], [1.892, 1.855, 4.215], [-4.274, -0.977, 5.773], [-3.329, 1.440, 2.297], [4.166, -2.877, -1.274], [-3.482, 6.594, 0.482], [2.460, 0.329, -3.305], [-1.898, 4.405, 3.845], [3.264, 3.655, 5.104], [4.633, -1.312, -2.668], [-2.885, 5.768, 0.889], [-3.170, 6.342, 2.960], [0.475, -0.126, 0.190], [-0.608, -1.492, 3.191], [0.717, 4.875, 3.176], [2.780, -0.940, -1.598], [-0.485, -2.162, 0.842], [2.696, 5.640, 4.489], [3.353, -3.292, -0.227], [1.093, 1.297, -1.630], [-1.417, 3.861, 0.509], [-1.035, -1.702, -6.303], [-1.971, 4.559, 2.765], [4.091, 3.984, 5.732], [-3.098, 0.666, -1.415], [3.429, 1.007, -2.026], [1.013, 2.781, 3.642], [1.610, -2.775, 2.120], [-2.360, 0.042, 5.797], [0.966, -4.058, 0.964], [-1.172, -2.218, 2.562], [-2.506, 4.898, -1.068], [2.591, 3.134, -1.467], [1.189, -2.961, 1.081], [1.216, 3.352, -0.339], [-1.110, -4.445, 0.230], [2.454, 4.574, 4.438], [-2.896, -0.047, -2.067], [0.119, 0.995, -3.802], [-2.717, 5.635, 2.261], [-2.294, 4.860, 0.010], [-0.492, 2.177, 2.689], [5.020, -3.474, -1.521], [0.262, 1.863, -3.126], [-0.840, 3.227, -0.174], [-2.225, -1.869, 2.521], [-2.356, -3.208, -0.250], [-1.280, -3.437, -0.190], [1.929, 2.640, -0.758], [3.005, 2.287, 4.957], [-3.888, 0.075, 3.925], [-4.784, -0.338, 3.430], [-4.073, 0.679, -1.630], [1.724, 0.783, 4.055], [-0.725, 2.303, -2.892], [2.243, -2.521, 0.048], [-1.108, -3.244, 2.991], [-1.706, -2.395, -6.135], [-0.475, 1.073, 5.494], [-1.794, 1.340, 3.809], [3.558, -4.170, 0.379], [-3.045, 0.998, 3.255], [2.536, 2.250, 0.063], [-3.590, -0.340, 5.222], [3.906, -1.704, -1.955], [3.667, 1.550, 5.420], [0.903, 2.612, -3.622]],
  "mulliken_charge": [0.31, 0.46, 0.51, -0.30, -0.37, -1.44, 0.45, 0.44, 1.34, -0.19, 0.43, 0.46, -0.45, 0.41, 0.60, 0.50, -0.59, 0.50, -0.61, 0.43, 0.08, 0.30, 0.32, 0.64, 0.90, 0.42, -0.89, 1.16, 0.06, -0.63, -0.08, 0.42, -0.53, 0.49, 0.82, 0.39, -0.61, 0.60, -1.08, 0.39, 0.57, -1.15, 0.30, 0.46, -0.66, 0.29, 0.47, -0.75, -0.75, -1.22, 0.50, -1.14, -0.28, 0.30, 0.43, -1.23, -1.65, -0.68, -0.74, 0.45, 0.28, 0.32, 0.35, 0.48, 0.49, 0.33, 0.43, 0.50, 0.55, -0.38, 0.53, -0.56, -0.75, 0.41, 0.45],
  "lumo_energy_ev": -12.0,
  "e_above_lowest_kj_mol": 0.00,
  "molar_mass_da": 586.5,
  "total_energy_ev": -87867.91425,
  "charge": 3,
  "homo_ev": -15.58
}

---

[3]
{
  "formula": "C27H31N3O5",
  "method": "ωB97M-V/def2-TZVPD",
  "species": ["H", "C", "O", "H", "C", "C", "H", "C", "C", "H", "C", "H", "H", "H", "C", "H", "H", "C", "H", "H", "O", "H", "H", "C", "H", "C", "H", "C", "H", "C", "C", "H", "C", "C", "C", "C", "N", "C", "C", "C", "H", "H", "C", "N", "O", "O", "H", "H", "C", "C", "C", "H", "H", "H", "H", "H", "H", "H", "O", "C", "C", "H", "H", "C", "N", "H"],
  "xyz": [[-4.686, -3.002, 1.097], [-1.857, -0.193, 0.726], [-3.974, -1.152, 0.483], [0.136, -0.433, 5.331], [3.996, -1.672, -0.331], [0.164, 2.587, -0.957], [-5.419, -1.589, 1.908], [0.693, -0.205, -5.143], [-3.299, 3.676, -0.245], [0.961, 3.137, -0.446], [1.850, 0.519, 1.156], [2.611, -4.645, 1.831], [4.247, -4.399, -0.009], [0.276, 1.921, 1.348], [-5.014, -1.966, 0.962], [1.563, -1.076, -3.374], [-2.813, 4.633, 1.704], [-2.656, -1.603, 2.491], [2.662, -4.844, -0.649], [5.042, -1.966, -0.209], [0.336, -1.018, -1.086], [-0.415, 0.861, -6.652], [-2.609, 2.570, -2.065], [3.359, -2.627, 1.910], [4.382, -2.956, 2.110], [0.389, 0.949, 0.854], [1.369, -1.322, 0.496], [3.221, -4.049, -0.151], [1.553, -3.457, 1.069], [0.861, -0.365, -3.779], [2.596, -3.748, 1.207], [2.887, -2.391, 2.865], [-2.855, -1.012, 1.254], [-2.554, 4.103, 0.809], [0.096, 0.415, -2.914], [3.414, -1.360, 1.053], [0.271, 1.186, -0.584], [-1.488, -1.352, 3.198], [0.893, -0.744, 4.603], [-2.395, 3.038, -1.127], [-2.041, 0.259, -0.235], [-1.370, -1.809, 4.168], [-0.501, -0.531, 2.680], [2.097, -0.775, 0.940], [-1.263, 3.776, 0.640], [2.673, 1.341, 1.506], [3.970, -0.766, -0.941], [0.934, -1.839, 4.570], [-1.165, 3.131, -0.544], [3.228, -2.796, -1.021], [0.234, 0.152, -1.444], [1.864, -0.355, 4.906], [3.693, -3.016, -1.985], [-5.791, -1.932, 0.200], [0.281, 2.688, -2.034], [4.036, -0.604, 1.548], [1.277, -0.789, -5.840], [-4.355, 3.797, -0.380], [0.649, -0.194, 3.335], [-0.677, 0.033, 1.404], [-0.965, 1.428, -4.655], [2.200, -2.480, -1.208], [-1.713, 2.152, -4.953], [-0.245, 0.710, -5.597], [-0.800, 1.293, -3.352], [-3.396, -2.251, 2.932]],
  "mulliken_charge": [0.37, 0.21, -0.45, 0.38, -1.12, -1.17, 0.37, -0.46, -0.67, 0.40, -0.55, 0.38, 0.36, 0.90, -0.99, 0.38, 0.50, -0.94, 0.41, 0.50, -0.67, 0.39, 0.55, -0.94, 0.45, 0.02, 0.17, -1.00, 0.21, -0.59, -0.48, 0.28, -0.15, -0.62, -0.61, -0.43, 0.49, -0.97, -1.24, -0.15, 0.60, 0.46, 0.47, 0.34, -0.38, -0.77, 0.40, 0.44, 0.50, -0.04, 1.42, 0.29, 0.41, 0.26, 0.75, 0.54, 0.46, 0.46, -0.23, 0.49, -0.30, -0.07, 0.42, -0.73, -0.13, 0.43],
  "lumo_energy_ev": 0.5,
  "e_above_lowest_kj_mol": 254.81,
  "molar_mass_da": 477.6,
  "total_energy_ev": -43209.94983,
  "charge": 0,
  "smiles": "COc1ccc(OC)c([C@@H](C(=O)NC2CCCCC2)N(Cc2ccco2)C(=O)c2ccccn2)c1",
  "homo_ev": -7.81
}

---

[4]
{
  "formula": "C24H70N8O12",
  "method": "ωB97M-V/def2-TZVPD",
  "species": ["H", "H", "H", "H", "H", "C", "H", "H", "C", "H", "C", "H", "O", "H", "O", "O", "C", "O", "C", "N", "N", "N", "H", "H", "H", "N", "H", "H", "H", "H", "H", "H", "C", "N", "H", "C", "H", "C", "N", "H", "H", "H", "O", "H", "N", "H", "H", "C", "C", "N", "H", "H", "O", "H", "H", "H", "H", "O", "H", "H", "H", "O", "C", "H", "H", "H", "H", "C", "H", "H", "H", "H", "H", "C", "C", "C", "C", "H", "H", "H", "C", "H", "H", "H", "O", "C", "C", "O", "H", "H", "H", "H", "C", "H", "H", "O", "H", "H", "H", "H", "H", "C", "C", "C", "H", "H", "H", "O", "H", "H", "H", "H", "H", "C"],
  "xyz": [[-4.573, -4.151, -0.647], [0.585, -0.709, 2.816], [-3.600, -4.365, -4.836], [4.370, 2.546, 0.544], [1.422, -2.264, -6.022], [0.119, -4.539, -0.051], [-4.321, 4.086, -1.331], [-2.968, -5.786, -4.035], [4.955, 0.438, 5.323], [1.460, -1.490, 6.193], [0.944, 2.820, -3.679], [-2.668, 2.718, 4.258], [1.042, -0.470, 3.625], [5.583, -0.450, 5.254], [0.530, -2.583, -6.177], [0.157, 3.209, -2.637], [-2.436, 3.407, -0.488], [-0.516, -1.472, 1.365], [0.175, -0.654, 4.725], [-2.090, 1.173, 2.775], [-1.068, -0.540, -0.559], [-4.686, -2.072, 1.676], [1.855, 0.202, 5.888], [-0.125, -0.562, -4.906], [5.665, 1.206, 5.630], [0.745, 0.042, 0.407], [0.243, -2.805, 4.745], [-3.159, -2.384, -2.098], [-0.472, 0.223, 4.748], [-0.799, -1.320, -3.432], [-0.136, -4.523, -1.110], [-4.085, 1.346, -1.291], [3.091, 4.274, -0.109], [-3.460, 2.218, 3.878], [-1.271, -2.212, 5.405], [-3.356, 1.345, 2.902], [1.965, 5.386, -1.010], [4.391, 0.938, 3.988], [-3.292, -2.891, -2.961], [-4.390, 2.466, 4.182], [-3.050, 3.413, 0.413], [1.669, -3.932, 1.309], [-3.890, -1.733, -0.340], [1.581, -2.886, 0.007], [-3.149, -4.792, -4.039], [-4.401, -1.230, 2.156], [4.534, 4.837, -1.719], [1.033, -0.502, 6.018], [0.035, -1.316, -4.135], [-4.794, -3.736, 0.247], [-0.953, -5.989, 0.062], [-0.944, -2.131, 3.652], [-0.046, -5.809, 0.320], [-1.851, 3.764, -2.694], [2.857, 1.846, -2.946], [2.851, 4.441, 0.941], [-1.697, 4.201, -0.376], [1.905, 4.461, -0.760], [1.907, 1.152, -4.266], [3.287, 2.724, 3.015], [1.319, 1.073, -2.553], [-2.756, 4.084, -2.722], [-4.429, -2.472, 0.491], [0.239, 2.470, -4.432], [0.934, 0.557, -0.441], [1.489, -0.131, 1.068], [-5.293, -2.598, 2.288], [0.769, -3.685, -3.947], [2.421, 1.865, 4.271], [3.634, 2.904, 4.720], [3.990, 6.189, -0.638], [-1.935, 2.442, -0.562], [-1.759, 0.323, 2.340], [4.190, 5.121, -0.725], [1.845, 1.662, -3.305], [3.416, 2.170, 3.944], [1.647, 4.015, -4.203], [-5.081, -4.317, 1.022], [2.246, 3.742, -5.072], [-0.948, -3.049, -4.898], [3.549, 2.790, -0.132], [0.991, 4.824, -4.525], [-1.362, 1.737, 3.189], [-0.504, -3.876, 0.550], [-2.598, -4.785, -1.911], [1.473, -3.946, 0.237], [-0.511, -2.024, 4.647], [2.566, -4.598, -0.442], [-3.597, -2.494, -3.839], [0.515, -4.716, -4.194], [-1.952, -1.013, -0.436], [0.877, -1.085, -3.483], [-0.254, -0.771, 0.440], [0.193, -3.683, -3.021], [4.146, 0.349, 6.048], [-4.275, 0.807, 2.342], [2.336, 4.513, -3.521], [1.854, -3.618, -3.871], [2.756, -0.071, 3.613], [0.423, -0.240, 6.882], [-3.106, 1.585, -2.652], [-3.073, -4.205, -2.905], [-3.904, 2.067, -2.088], [0.071, -2.662, -4.867], [0.772, 3.621, -2.026], [3.917, 2.466, -1.105], [-0.762, -0.039, -1.381], [3.696, -0.121, 3.421], [2.256, -5.505, -0.486], [-4.732, 2.104, -2.796], [5.312, 1.014, 3.411], [2.707, 2.155, 0.142], [5.042, 4.991, -0.057], [-3.470, 3.482, -1.646]],
  "mulliken_charge": [0.12, -0.24, 0.18, 0.49, 0.39, 0.46, 0.37, 0.25, -1.40, 0.36, 0.62, 0.12, -0.01, 0.34, -0.60, -0.22, -0.80, -0.59, 0.75, 0.04, 0.70, -0.30, 0.15, 0.42, 0.39, 0.28, 0.33, -0.05, 0.09, -0.01, 0.08, 0.27, 0.66, -0.49, 0.39, 0.75, 0.31, 0.63, -0.11, 0.23, 0.32, 0.32, -0.60, -0.01, -0.36, 0.18, 0.34, -1.30, -0.68, -0.41, 0.41, 0.15, -0.67, 0.33, 0.27, 0.00, 0.28, -0.53, 0.51, -0.14, -0.38, -0.60, 0.65, 0.35, -0.24, -0.01, 0.15, -0.90, 0.08, 0.43, 0.52, 0.03, -0.09, -1.52, -0.74, -0.57, -1.40, 0.15, 0.41, -0.01, -1.08, 0.36, 0.16, 0.02, -0.67, -0.26, -1.20, -0.62, 0.21, 0.41, -0.29, 0.24, 0.44, -0.23, 0.22, -0.77, 0.14, 0.41, 0.33, 0.41, 0.12, 0.58, -1.06, 0.51, 0.18, 0.39, -0.32, -0.53, 0.36, 0.39, 0.38, -0.08, 0.42, 0.36],
  "lumo_energy_ev": 0.3,
  "e_above_lowest_kj_mol": 307.07,
  "molar_mass_da": 662.9,
  "total_energy_ev": -62514.69201,
  "charge": 0,
  "smiles": "NC(N)=O.NC(N)=O.NC(N)=O.NC(N)=O.CC(C)O.CC(C)O.CC(C)O.CC(C)O.CC(C)O.CC(C)O.OCCO",
  "homo_ev": -9.35
}